Record 1
Entry from the OMol25 dataset: a molecular structure, C57H111Br9Hg2N6O6 (ωB97M-V with the def2-TZVPD basis set).

Geometry (Å):
Hg -1.91683 -1.69968 1.66667
Hg -1.32798 0.79303 -1.54545
C -4.33119 -1.82413 3.69252
C -4.26611 -3.36203 3.43571
C -5.63004 -3.64066 2.76090
C -5.63272 -4.92540 1.95868
C -4.51478 -4.87672 0.93879
C -3.10596 -4.78039 1.55639
N -3.11849 -3.62285 2.51021
O -1.84466 -3.50203 3.15103
C -2.13987 -4.38455 0.40770
C -2.75772 -6.12402 2.23481
C -4.22101 -4.22380 4.71369
H -4.44027 -1.26632 2.76100
H -3.32645 -1.50968 3.98533
H -5.07307 -1.63265 4.46537
H -6.12086 -2.79832 2.26920
H -6.36059 -3.84354 3.55256
H -6.63560 -5.00388 1.53558
H -5.45452 -5.72793 2.67904
H -4.68693 -4.00213 0.30322
H -4.53701 -5.69487 0.21392
H -2.51055 -3.46739 -0.05970
H -2.20937 -5.14601 -0.37547
H -1.08284 -4.32311 0.66248
H -1.79644 -6.52518 1.90909
H -3.44366 -6.84513 1.77754
H -2.85145 -6.21408 3.31207
H -5.11283 -4.06889 5.33186
H -3.46009 -3.93059 5.44000
H -4.15097 -5.30303 4.59244
C 1.66745 0.17771 -5.15081
C 1.63482 -1.22542 -4.50656
C 2.92354 -1.91276 -4.98906
C 3.19693 -3.26424 -4.34432
C 3.31269 -2.98908 -2.83366
C 2.05226 -2.24754 -2.23253
N 1.69208 -1.11096 -3.04939
O 0.59826 -0.39304 -2.56413
C 2.66672 -1.73030 -0.90636
C 0.93767 -3.31153 -2.01572
C 0.35672 -1.93045 -5.03454
H 2.52041 0.84391 -5.01978
H 0.77536 0.77062 -4.94057
H 1.56460 0.05695 -6.23871
H 3.73976 -1.25018 -4.68017
H 3.06830 -1.84374 -6.07136
H 3.99731 -3.87881 -4.76630
H 2.35922 -3.95193 -4.52518
H 4.22486 -2.40039 -2.72922
H 3.40885 -3.93877 -2.30188
H 1.93284 -1.18760 -0.30514
H 3.41577 -0.94752 -1.05509
H 3.14265 -2.54982 -0.36206
H 1.16864 -4.07091 -1.25431
H 0.85681 -3.91333 -2.92118
H -0.00066 -2.94569 -1.59607
H -0.57891 -1.37529 -5.03642
H 0.16076 -2.86006 -4.49160
H 0.49132 -2.41639 -6.01018
C 3.41272 3.34744 0.57156
C 4.71427 3.59498 -0.18422
C 5.66576 2.57215 0.51347
C 6.98024 2.32696 -0.20529
C 6.67479 1.87345 -1.61137
C 5.76559 2.89761 -2.40227
N 4.59058 3.18549 -1.58048
O 3.64563 4.01187 -2.26319
C 5.42337 2.10172 -3.65224
C 6.60345 4.14939 -2.85261
C 5.17994 5.04156 0.07085
H 3.10656 2.30957 0.47276
H 2.61589 4.03524 0.28271
H 3.65029 3.67669 1.59005
H 5.17441 1.59788 0.56191
H 5.83685 2.94720 1.52763
H 7.52141 1.54119 0.33391
H 7.57544 3.24479 -0.17150
H 6.21645 0.88359 -1.51850
H 7.59941 1.69169 -2.16980
H 6.38094 1.85984 -4.13201
H 5.02422 2.69088 -4.48422
H 4.78780 1.23857 -3.46658
H 7.39109 3.89720 -3.56646
H 6.99413 4.79411 -2.06437
H 5.87222 4.79002 -3.35389
H 4.64956 5.85538 -0.42695
H 6.22396 5.20662 -0.20531
H 5.01916 5.27842 1.12876
C 2.44595 -0.22449 2.30517
C 1.15278 -1.04509 2.50643
C 0.99798 -1.62177 3.94151
C 0.57180 -0.57228 4.93014
C -0.73336 0.12592 4.51596
C -0.59932 0.73692 3.10633
N -0.11087 -0.32392 2.21448
O -0.30261 -0.03163 0.81775
C 0.17706 2.05368 3.14111
C -2.05825 1.08880 2.74624
C 1.16772 -2.43165 1.76432
H 2.83286 0.08106 3.28134
H 2.36548 0.64821 1.66342
H 3.18884 -0.93553 1.94244
H 2.07975 -1.76982 4.09003
H 0.57979 -2.57200 4.26876
H 1.35358 0.17245 5.10663
H 0.29550 -1.01246 5.89601
H -0.84577 0.89320 5.28395
H -1.47637 -0.67313 4.49456
H 1.13819 1.98807 3.66033
H -0.36578 2.92138 3.51129
H 0.54486 2.26452 2.13259
H -2.16227 1.54364 1.76243
H -2.42793 1.73918 3.54202
H -2.76923 0.25622 2.72647
H 2.21142 -2.69221 1.59629
H 0.73720 -2.24303 0.77373
H 0.61953 -3.28066 2.16851
C -5.00634 -2.06001 -2.24543
C -3.90535 -0.99097 -2.55915
C -4.25673 -0.16320 -3.78252
C -5.43931 0.76466 -3.57017
C -5.03895 1.72205 -2.45640
C -4.59866 1.03396 -1.14071
N -3.58512 -0.05624 -1.45862
O -2.93807 -0.61023 -0.36033
C -5.80285 0.59457 -0.31222
C -3.93568 2.13162 -0.32626
C -2.67135 -1.82984 -2.92318
H -5.05504 -2.92342 -2.90591
H -6.00726 -1.62516 -2.19823
H -4.79552 -2.37443 -1.21985
H -4.68696 -0.89430 -4.48062
H -3.39258 0.26567 -4.29003
H -6.33806 0.24768 -3.22370
H -5.66689 1.22304 -4.53400
H -5.99551 2.22394 -2.27544
H -4.31476 2.39957 -2.90819
H -6.58098 1.35891 -0.25387
H -5.51740 0.32674 0.70538
H -6.33274 -0.25880 -0.74197
H -2.95988 2.40740 -0.73992
H -3.70546 1.80386 0.68675
H -4.60069 2.99477 -0.35933
H -1.83537 -1.22095 -3.27467
H -2.90102 -2.45392 -3.79404
H -2.43318 -2.57877 -2.16908
C -1.43198 2.70214 -4.22292
C -0.81272 3.86443 -3.41061
C -1.89078 4.99190 -3.59159
C -1.53993 6.16184 -2.67703
C -1.41687 5.64719 -1.27671
C -0.42083 4.51454 -1.00010
N -0.63981 3.47949 -2.00930
O 0.28171 2.38092 -1.91684
C -0.68506 3.94811 0.38882
C 1.02677 5.09983 -0.96254
C 0.50847 4.30930 -4.08484
H -1.21695 2.88299 -5.27868
H -2.51518 2.62647 -4.10458
H -1.05831 1.70309 -3.98655
H -2.82989 4.54609 -3.25150
H -2.02729 5.26077 -4.63950
H -2.31160 6.93753 -2.60364
H -0.68109 6.71929 -3.05870
H -2.35428 5.29134 -0.82824
H -1.29896 6.49250 -0.58623
H -0.33533 4.57940 1.20985
H -0.15196 3.00363 0.52518
H -1.71813 3.72315 0.67739
H 1.32281 5.41568 0.03766
H 0.97092 6.05108 -1.50513
H 1.76516 4.48853 -1.48447
H 1.13328 3.43752 -4.29200
H 1.15251 4.95719 -3.49428
H 0.32473 4.79588 -5.04763
C 2.83914 -0.77529 8.48419
Br 3.59447 -2.18010 9.60348
Br 4.14193 -0.48113 7.01842
Br 2.67340 0.87560 9.46716
H 1.85771 -1.08846 8.14773
C -1.21942 -4.41498 8.96549
Br 0.01233 -3.49378 7.74140
Br -0.37369 -6.01074 9.68805
Br -2.89198 -4.83473 7.98268
H -1.42163 -3.72606 9.77524
C 6.10263 -2.46537 2.44746
Br 5.44331 -1.52536 4.09109
Br 6.70916 -1.07917 1.15584
Br 4.64165 -3.58509 1.77110
H 6.90851 -3.13790 2.70954

The highest occupied orbital energy comes out at 0.24 eV. The gap between HOMO and LUMO is 1.91 eV. Its total energy is -720850.1380 eV. The value obtained for the relative energy (zero: lowest compared OMol25 entry of this formula, charge and spin) is 276.0 kJ/mol. The total charge is -2.

These are the Löwdin partial charges, in e, on atoms 1 to 8:
1. Hg 1.3011
2. Hg 1.2815
3. C -0.0447
4. C -0.4675
5. C -0.1659
6. C -0.1816
7. C -0.1540
8. C -0.4827

---

Record 2
Entry from the OMol25 dataset: 9 unconnected molecules or ions with the total composition C57H129N7O11 (ωB97M-V with the def2-TZVPD basis set).

Geometry (Å):
C 1.70987 -1.03021 5.24916
C 0.65997 -0.15445 4.36647
C -0.76101 -0.54872 4.74007
O -1.01926 -1.99044 4.71168
C -1.09001 -2.40411 3.35231
N 0.84924 1.34639 4.66578
H 2.62175 -0.45393 5.04453
H 1.87629 -2.00043 4.82098
H 1.42970 -1.20253 6.33660
H 0.75235 -0.35825 3.30135
H -1.52471 -0.02849 4.17065
H -0.96286 -0.33277 5.79295
H -1.35853 -1.59751 2.70918
H -1.91262 -3.18629 3.23417
H -0.19479 -2.84666 2.95625
H 1.59876 1.71291 4.11804
H 1.31320 1.35169 5.60882
C -1.80027 3.19254 2.73947
C -2.97705 2.84075 3.64682
C -2.49618 2.83127 5.04544
O -3.62619 2.62585 5.92215
C -3.22718 1.78937 6.99926
N -4.03742 3.76234 3.44980
H -1.49823 4.26831 2.81008
H -2.19062 3.04173 1.70464
H -0.95298 2.57712 3.01276
H -3.19880 1.80514 3.36723
H -1.90872 3.71837 5.34450
H -1.82775 1.99955 5.17397
H -2.27204 2.15713 7.23882
H -3.11179 0.72635 6.71142
H -3.93419 1.86054 7.87985
H -4.83548 3.46615 4.05817
H -3.62749 4.67314 3.71143
C -5.79705 1.81897 1.19710
C -5.21599 0.57577 0.44609
C -4.05854 -0.15580 1.23699
C -4.45419 -0.77224 2.57098
C -5.43971 -1.82964 2.15874
C -6.64332 -1.34085 1.33890
N -6.16666 -0.54008 0.21163
O -7.21146 -0.08876 -0.60789
C -7.36106 -2.55017 0.70760
C -7.61488 -0.49743 2.20148
C -4.66030 1.03949 -0.89615
H -5.13256 2.65592 1.10908
H -5.87867 1.64277 2.23193
H -6.80151 2.16549 0.84042
H -3.69125 -0.91993 0.58171
H -3.28980 0.60678 1.41795
H -4.77989 -0.08225 3.35534
H -3.61569 -1.32692 2.88332
H -5.89166 -2.30278 3.00785
H -4.86050 -2.58079 1.69142
H -7.65938 -3.28234 1.43048
H -8.23066 -2.29735 0.12194
H -6.70736 -3.05799 -0.04521
H -8.37756 -0.05421 1.56345
H -8.13938 -1.23500 2.83838
H -7.25770 0.30620 2.83511
H -3.60578 1.36097 -0.76472
H -5.28472 1.79478 -1.38684
H -4.62411 0.13995 -1.50502
H -6.91995 -0.47183 -1.46775
C 6.15806 2.67083 0.16664
C 6.74143 1.44785 0.90446
C 7.79809 2.06721 1.86756
C 8.28197 1.04956 2.86876
C 7.07673 0.39194 3.55291
C 6.09362 -0.28497 2.63270
N 5.70120 0.70939 1.65292
O 4.82792 0.14938 0.69899
C 6.60343 -1.56318 1.95596
C 4.86169 -0.60931 3.43329
C 7.39787 0.58860 -0.15415
H 5.32598 2.26032 -0.43707
H 6.90252 3.12242 -0.47230
H 5.73463 3.36247 0.81194
H 8.59387 2.55345 1.22947
H 7.41283 2.95274 2.36869
H 8.97207 1.44996 3.59607
H 8.95393 0.30101 2.39044
H 6.52836 1.18988 4.05373
H 7.53499 -0.31548 4.29327
H 6.60625 -2.42733 2.57566
H 6.16042 -1.87797 0.98532
H 7.66659 -1.43453 1.78019
H 4.71773 0.33284 4.00392
H 3.96819 -0.84330 2.82999
H 4.88426 -1.47343 4.09652
H 8.10482 -0.19161 0.15663
H 7.87507 1.20069 -0.90057
H 6.61558 0.10173 -0.78555
H 4.00722 0.59008 0.87718
C -3.86955 -2.25623 -1.91303
C -3.52924 -3.78730 -1.93791
C -4.54113 -4.63073 -2.70819
C -4.45617 -4.36514 -4.26068
C -3.14226 -4.84741 -4.78864
C -1.96666 -4.26423 -4.01494
N -2.24906 -4.16716 -2.60554
O -1.12916 -3.71053 -1.87645
C -0.72582 -5.17978 -4.11991
C -1.65658 -2.89705 -4.69798
C -3.51570 -4.40802 -0.50377
H -4.81160 -2.16074 -1.28272
H -4.00738 -1.89258 -2.89292
H -3.04771 -1.68119 -1.43459
H -4.33304 -5.73435 -2.54364
H -5.56945 -4.40273 -2.32934
H -4.45155 -3.29896 -4.42633
H -5.32903 -4.76295 -4.80971
H -2.98636 -4.70751 -5.87864
H -3.16986 -5.90196 -4.60192
H -0.51962 -5.42918 -5.18785
H 0.18928 -4.63932 -3.81340
H -0.96909 -6.04866 -3.61833
H -1.22724 -3.13930 -5.67457
H -2.52803 -2.30563 -4.97187
H -1.10328 -2.20935 -4.09868
H -2.91943 -3.74676 0.12170
H -3.08897 -5.37331 -0.62639
H -4.48184 -4.60181 -0.04402
H -1.02541 -2.74330 -2.06668
C -0.01389 2.96855 -4.33263
C 0.56751 4.37867 -4.12060
C -0.31097 5.36599 -4.93227
C -1.73458 5.39279 -4.30811
C -1.65141 5.94686 -2.95184
C -0.69382 5.15974 -2.04345
N 0.58292 4.87691 -2.71647
O 1.23574 3.86645 -1.95748
C -0.32803 5.94962 -0.82780
C -1.45039 3.86016 -1.52609
C 1.99253 4.33158 -4.63011
H -0.17542 2.87748 -5.36364
H -0.97383 2.80033 -3.89902
H 0.67597 2.18050 -4.02842
H 0.12922 6.43788 -4.90635
H -0.43629 5.11028 -6.05684
H -2.17494 4.40269 -4.35737
H -2.34980 6.07372 -4.88515
H -2.63974 5.86451 -2.39967
H -1.31979 6.98311 -2.93781
H -1.21144 6.27937 -0.31639
H 0.25644 5.33446 -0.09476
H 0.30371 6.83485 -1.16856
H -2.12165 4.29095 -0.86233
H -1.98270 3.50821 -2.39243
H -0.74303 3.09981 -1.15428
H 2.47620 5.31061 -4.53096
H 2.15967 3.94197 -5.60666
H 2.61385 3.72978 -3.96730
H 2.07574 4.18165 -1.65834
C 1.42527 -3.50574 0.29435
C 2.52219 -3.51378 -0.79858
C 2.02688 -4.50038 -1.85521
C 2.75998 -4.43793 -3.17967
C 2.93447 -3.00148 -3.62062
C 3.39914 -1.93002 -2.60533
N 2.58212 -2.11260 -1.40422
O 2.97446 -1.19120 -0.37076
C 4.89652 -2.10657 -2.45854
C 3.12153 -0.49591 -3.14906
C 3.92146 -3.86536 -0.20277
H 1.06954 -4.54136 0.32400
H 0.56437 -3.03249 -0.24424
H 1.66238 -2.95610 1.24134
H 2.06314 -5.53735 -1.48782
H 0.98263 -4.21544 -2.02454
H 2.15394 -5.09309 -3.80110
H 3.77082 -4.91691 -2.98665
H 1.96794 -2.62861 -3.89721
H 3.51942 -2.92377 -4.53518
H 5.40098 -1.76067 -3.33973
H 5.38080 -1.53607 -1.61776
H 5.20704 -3.15577 -2.33505
H 3.72773 -0.23641 -4.04495
H 2.11103 -0.35402 -3.44631
H 3.31741 0.28382 -2.38143
H 4.47526 -3.01443 0.26676
H 4.55972 -4.40213 -0.91536
H 3.84020 -4.52167 0.71671
H 3.91046 -1.24198 -0.18975
C 1.66523 2.41495 1.23260
C 2.55648 3.59933 1.70341
O 3.74077 3.02698 2.26873
O 2.39417 1.54041 0.36513
H 0.88701 2.75147 0.59099
H 1.33678 1.77951 2.08148
H 2.22204 4.28354 2.49740
H 2.68534 4.16524 0.79299
H 3.93264 2.30785 1.67620
H 1.90859 0.71382 0.30768
C -0.09212 0.19692 -1.68233
C -0.62845 0.01127 -0.24944
O 0.35082 -0.37666 0.62177
O 0.10775 -1.02166 -2.37199
H 0.76628 0.81535 -1.68574
H -0.91595 0.76224 -2.12626
H -1.53961 -0.63210 -0.22781
H -0.93529 1.02276 -0.00579
H 0.62178 -1.30209 0.51502
H 0.88903 -1.46381 -2.04805

The highest occupied orbital energy comes out at -8.03 eV. The gap between HOMO and LUMO is 8.64 eV. Its total energy is -94144.8343 eV.

These are the Löwdin partial charges, in e, on atoms 1 to 8:
1. C -0.0318
2. C -0.3384
3. C -0.2062
4. O -0.1708
5. C -0.1205
6. N 0.0531
7. H 0.0416
8. H 0.0515